# C28H40IrO2Se4Te

A molecular structure, C28H40IrO2Se4Te (ωB97M-V with the def2-TZVPD basis set, the OMol25 dataset).

ORCA input file:
```
! RIJCOSX wB97M-V def2-TZVPD def2/J DEFGRID3
* xyz 0 2
Ir -1.399 -1.294 -2.498
C -4.251 2.136 3.170
C -2.991 2.911 2.755
C -3.352 4.394 2.669
C -1.905 2.738 3.825
C -2.490 2.361 1.419
C -2.098 1.037 1.312
C -1.709 0.529 0.084
Se -1.447 -1.370 -0.036
C 0.427 -1.767 0.049
C 0.928 -2.257 1.254
C 2.219 -2.736 1.311
C 2.967 -2.685 0.123
C 2.498 -2.206 -1.087
C 1.154 -1.749 -1.143
O 0.616 -1.336 -2.273
C 3.373 -2.174 -2.343
C 2.768 -3.059 -3.443
C 3.487 -0.723 -2.838
C 4.789 -2.685 -2.065
C 2.836 -3.346 2.568
C 3.257 -4.794 2.273
C 4.069 -2.535 2.985
C 1.846 -3.366 3.733
C -1.707 1.276 -1.108
O -1.401 0.711 -2.259
C -2.066 2.639 -1.005
C -2.453 3.113 0.246
C -2.091 3.645 -2.172
C -1.600 3.100 -3.517
C -1.183 4.832 -1.809
C -3.530 4.145 -2.370
H -4.626 2.501 4.129
H -5.036 2.264 2.422
H -4.051 1.068 3.267
H -3.691 4.740 3.647
H -2.492 5.001 2.379
H -4.160 4.570 1.957
H -2.250 3.130 4.784
H -1.643 1.689 3.964
H -1.000 3.276 3.538
H -2.092 0.383 2.177
H 0.291 -2.244 2.129
H 3.980 -3.061 0.154
H 1.794 -2.690 -3.755
H 3.428 -3.065 -4.314
H 2.654 -4.087 -3.090
H 2.510 -0.313 -3.082
H 3.944 -0.096 -2.069
H 4.115 -0.683 -3.731
H 4.789 -3.732 -1.752
H 5.375 -2.615 -2.983
H 5.292 -2.088 -1.302
H 4.027 -4.841 1.503
H 3.657 -5.260 3.177
H 2.402 -5.381 1.933
H 4.839 -2.559 2.212
H 3.803 -1.491 3.163
H 4.500 -2.943 3.903
H 0.957 -3.950 3.487
H 2.317 -3.824 4.605
H 1.535 -2.357 4.013
H -2.763 4.148 0.299
H -0.592 2.698 -3.447
H -2.252 2.318 -3.900
H -1.595 3.923 -4.238
H -0.157 4.493 -1.653
H -1.184 5.561 -2.622
H -1.512 5.340 -0.902
H -4.195 3.313 -2.610
H -3.918 4.643 -1.480
H -3.563 4.860 -3.195
Se -3.742 -1.033 -3.079
Se -4.879 -2.766 -2.205
Te -3.139 -4.701 -2.088
Se -1.239 -3.623 -3.154
*
```

Output
energy relative to the best compared isomer or geometry (same formula, charge and spin): 0.000 eV
LUMO level (alpha / beta): -1.60 / -2.79 eV
HOMO (alpha / beta): -7.60 / -7.51 eV

Atomic partial charges in e from the Mulliken method, atoms 1 to 2: 3.094, -1.650



# C28H41BrCsF6I2N2O6S6

A molecular structure, C28H41BrCsF6I2N2O6S6 (ωB97M-V with the def2-TZVPD basis set, the OMol25 dataset).

ORCA input file:
```
! RIJCOSX wB97M-V def2-TZVPD def2/J DEFGRID3
* xyz -1 1
Cs 0.352 -0.062 -0.428
C -5.721 -1.524 2.580
C -5.585 -0.360 1.595
S -3.952 0.244 1.182
C -3.267 -1.070 0.130
C -2.811 -2.373 0.791
S -1.462 -2.300 1.994
C -2.227 -1.480 3.419
C -3.410 -2.251 4.029
S -4.973 -1.326 4.217
H -5.346 -2.451 2.155
H -6.786 -1.675 2.768
H -6.071 0.520 2.022
H -6.117 -0.610 0.670
H -2.421 -0.598 -0.364
H -4.003 -1.281 -0.649
H -2.406 -3.009 -0.001
H -3.648 -2.908 1.236
H -2.541 -0.489 3.129
H -1.408 -1.359 4.131
H -3.169 -2.592 5.036
H -3.646 -3.143 3.448
F 4.176 1.617 2.182
C 3.674 0.639 2.944
F 4.404 -0.449 2.791
F 3.706 1.028 4.212
S 1.971 0.226 2.430
O 2.132 -0.335 1.110
O 1.422 -0.625 3.456
N 1.373 1.707 2.389
S -0.226 1.809 2.434
O -0.811 1.179 1.264
O -0.824 1.568 3.718
C -0.428 3.625 2.193
F 0.509 4.171 1.430
F -1.612 3.799 1.624
F -0.411 4.231 3.372
O 1.558 2.428 -0.541
C 2.502 3.233 -1.241
C 3.931 2.731 -1.128
C 4.077 1.224 -1.380
C 3.541 0.779 -2.719
C 4.173 1.105 -3.917
C 3.634 0.650 -5.111
C 2.483 -0.125 -5.085
C 1.914 -0.407 -3.852
N 2.426 0.039 -2.695
H 1.821 2.379 0.395
H 2.455 4.270 -0.896
H 2.186 3.214 -2.285
H 4.319 2.953 -0.128
H 4.537 3.302 -1.840
H 3.533 0.685 -0.606
H 5.131 0.950 -1.300
H 5.082 1.697 -3.906
H 4.118 0.886 -6.053
H 2.038 -0.517 -5.993
H 1.013 -1.024 -3.770
Br 4.236 -5.461 -1.438
C 4.037 -4.602 0.249
C 5.075 -4.795 1.155
C 5.027 -4.196 2.406
C 3.935 -3.410 2.747
C 2.902 -3.229 1.839
C 2.928 -3.816 0.566
I 1.307 -3.396 -0.749
H 5.918 -5.412 0.871
H 5.845 -4.341 3.104
H 3.885 -2.925 3.717
H 2.053 -2.608 2.109
I -1.150 -2.765 -2.826
C 0.123 2.679 -6.532
C 0.228 2.825 -5.018
C -0.841 2.017 -4.288
S -0.622 2.144 -2.510
O -1.213 0.882 -1.940
C -1.827 3.459 -2.165
C -3.191 2.910 -1.767
C -3.979 2.235 -2.886
H 0.913 3.237 -7.042
H -0.841 3.048 -6.900
H 0.209 1.628 -6.826
H 0.141 3.884 -4.744
H 1.216 2.493 -4.684
H -0.740 0.940 -4.466
H -1.852 2.327 -4.565
H -1.856 4.110 -3.048
H -1.398 4.029 -1.335
H -3.758 3.748 -1.354
H -3.052 2.197 -0.952
H -4.102 2.895 -3.753
H -4.977 1.964 -2.532
H -3.489 1.314 -3.211
*
```

Output
energy relative to the best compared isomer or geometry (same formula, charge and spin): 3.241 eV
LUMO level: 1.66 eV
HOMO: -4.74 eV

Atomic partial charges in e from the Mulliken method, atoms 1 to 2: 2.149, -0.689



# C28H41ClF4N2O12PS2

2 unconnected molecules or ions with the total composition C28H41ClF4N2O12PS2 (ωB97M-V with the def2-TZVPD basis set, the OMol25 dataset).

ORCA input file:
```
! RIJCOSX wB97M-V def2-TZVPD def2/J DEFGRID3
* xyz -1 1
C -2.356 4.403 -3.176
C -3.209 3.190 -2.726
C -2.524 1.817 -2.983
C -3.410 1.009 -3.930
C -2.044 1.161 -1.644
S -3.613 0.977 -0.514
O -4.802 1.197 -1.286
O -3.617 -0.243 0.233
C -3.668 2.341 0.812
F -2.875 3.396 0.557
F -4.921 2.774 0.863
F -3.356 1.835 1.992
N -1.134 2.175 -1.127
C -0.026 1.785 -0.490
C 0.948 2.831 -0.109
O 2.192 2.675 -0.811
O 3.124 2.133 0.157
C -0.030 0.279 -0.410
C -0.591 -0.066 1.015
C 0.206 0.603 2.161
N -0.588 1.470 3.035
C 0.153 2.592 3.611
C 1.498 2.226 4.245
C -1.379 0.741 3.923
C -2.284 1.506 4.864
O -1.395 -0.474 3.919
C 1.356 -0.378 -0.435
O 1.236 -1.789 -0.486
C 2.067 -2.472 0.381
C 1.415 -3.237 1.332
C 2.101 -3.992 2.266
C 1.358 -4.841 3.255
C 3.489 -3.953 2.233
C 4.142 -3.190 1.285
C 3.467 -2.438 0.327
C 4.227 -1.651 -0.733
C 3.676 -1.916 -2.158
C 5.718 -2.023 -0.750
C -1.011 -0.016 -1.629
P -1.679 -1.898 -1.878
O -3.184 -1.451 -2.230
Cl -1.912 -2.772 -0.036
S 0.006 0.049 -3.174
O 0.940 1.128 -3.078
O -0.820 -0.019 -4.328
F 0.815 -1.256 -3.135
H -2.118 5.046 -2.326
H -1.401 4.104 -3.610
H -2.880 5.010 -3.909
H -4.146 3.221 -3.270
H -3.455 3.350 -1.681
H -1.620 2.057 -3.533
H -3.369 1.513 -4.898
H -3.090 -0.004 -4.102
H -4.453 1.006 -3.628
H -1.254 3.169 -1.263
H 0.592 3.824 -0.391
H 1.209 2.869 0.947
H 3.935 2.132 -0.368
H -1.635 0.176 1.158
H -0.463 -1.126 1.182
H 0.627 -0.193 2.778
H 1.081 1.129 1.799
H -0.430 3.121 4.356
H 0.350 3.322 2.822
H 1.928 3.148 4.638
H 1.330 1.579 5.107
H 2.200 1.788 3.543
H -2.880 2.243 4.334
H -1.680 2.050 5.591
H -2.889 0.791 5.407
H 1.898 -0.108 0.469
H 1.973 -0.019 -1.255
H 0.335 -3.253 1.321
H 1.692 -4.648 4.274
H 0.288 -4.649 3.212
H 1.494 -5.901 3.044
H 4.045 -4.550 2.944
H 5.220 -3.215 1.299
H 4.192 -0.582 -0.504
H 4.492 -2.177 -2.828
H 3.235 -1.013 -2.572
H 2.934 -2.707 -2.167
H 6.200 -1.638 -1.645
H 5.793 -3.111 -0.807
H 6.244 -1.720 0.153
H -3.443 -2.055 -2.956
C -2.419 -5.063 -2.976
O -1.161 -5.084 -3.039
O -3.144 -6.097 -3.133
O -3.061 -3.953 -2.729
*
```

Output
LUMO level: 0.09 eV
HOMO: -1.89 eV

Atomic partial charges in e from the Mulliken method, atoms 1 to 2: -1.541, -0.468



# C28H41F5N4OP2SiTi

A molecular structure, C28H41F5N4OP2SiTi (ωB97M-V with the def2-TZVPD basis set, the OMol25 dataset).

ORCA input file:
```
! RIJCOSX wB97M-V def2-TZVPD def2/J DEFGRID3
* xyz 2 1
Ti -0.166 -0.453 -0.343
C 1.414 -1.325 3.170
P 1.785 -0.429 1.616
C 3.425 -1.116 1.209
C 2.109 1.275 2.145
C 3.316 1.658 2.722
C 3.516 2.978 3.096
C 2.512 3.916 2.902
C 1.304 3.540 2.332
C 1.100 2.220 1.946
P -0.450 1.633 1.214
C -1.228 3.070 0.432
C -1.490 1.336 2.678
H 2.197 -1.115 3.898
H 1.402 -2.403 2.994
H 0.462 -1.016 3.603
H 3.995 -1.260 2.127
H 3.973 -0.444 0.552
H 3.323 -2.082 0.715
H 4.110 0.938 2.876
H 4.458 3.277 3.536
H 2.670 4.947 3.190
H 0.535 4.286 2.183
H -1.419 3.853 1.165
H -2.180 2.768 -0.003
H -0.583 3.456 -0.357
H -1.501 2.237 3.294
H -1.093 0.519 3.281
H -2.504 1.095 2.372
N -0.469 -2.310 0.788
C 0.379 -3.485 0.431
C -0.117 -4.124 -0.854
C 0.031 -3.234 -2.074
N -0.749 -1.979 -1.938
H -0.391 -2.128 1.785
H -1.442 -2.575 0.658
H 0.347 -4.215 1.241
H 1.411 -3.149 0.314
H -1.162 -4.430 -0.729
H 0.448 -5.041 -1.026
H -0.290 -3.777 -2.964
H 1.075 -2.954 -2.212
H -1.744 -2.188 -1.877
H -0.632 -1.446 -2.795
C 0.438 1.828 -3.400
C -0.934 1.570 -2.866
C -2.040 2.068 -3.516
C -3.320 1.784 -3.033
C -3.483 1.005 -1.915
C -2.333 0.526 -1.269
N -1.093 0.832 -1.736
N -2.236 -0.283 -0.174
Si -3.692 -0.960 0.595
C -4.433 -2.217 -0.569
C -3.212 -1.855 2.176
C -4.927 0.367 1.052
H 0.372 2.251 -4.399
H 1.020 0.908 -3.454
H 0.973 2.537 -2.770
H -1.908 2.664 -4.407
H -4.187 2.169 -3.554
H -4.466 0.756 -1.550
H -3.777 -3.085 -0.696
H -4.645 -1.808 -1.559
H -5.375 -2.596 -0.166
H -2.858 -2.878 2.031
H -4.130 -1.954 2.761
H -2.502 -1.319 2.808
H -5.569 0.668 0.224
H -4.469 1.272 1.453
H -5.588 -0.030 1.826
F 6.376 1.404 -2.487
C 5.167 0.946 -2.220
C 4.222 1.771 -1.628
F 4.521 3.026 -1.325
C 2.961 1.276 -1.355
F 2.048 2.079 -0.779
C 2.603 -0.035 -1.651
O 1.396 -0.534 -1.348
C 3.565 -0.840 -2.251
F 3.262 -2.114 -2.518
C 4.833 -0.365 -2.533
F 5.730 -1.161 -3.090
*
```

Output
energy relative to the best compared isomer or geometry (same formula, charge and spin): 0.050 eV
LUMO level: -6.59 eV
HOMO: -13.79 eV

Atomic partial charges in e from the Mulliken method, atoms 1 to 2: -1.206, -1.538



# C28H41N2O2

A gas-phase ion, C28H41N2O2 (charge +1) (ωB97M-V with the def2-TZVPD basis set, the OMol25 dataset).

ORCA input file:
```
! RIJCOSX wB97M-V def2-TZVPD def2/J DEFGRID3
* xyz 1 1
C -6.576 -1.797 -0.784
C -5.062 -1.912 -0.653
C -4.479 -0.953 0.386
C -4.578 0.514 -0.024
H -5.624 0.817 -0.047
H -4.172 0.642 -1.032
C -3.826 1.436 0.947
C -2.345 1.192 0.915
C -1.705 0.464 1.906
C -0.342 0.224 1.850
C 0.411 0.716 0.794
C -0.211 1.460 -0.218
C -1.577 1.678 -0.138
H -2.053 2.265 -0.911
C 0.603 2.058 -1.329
H -0.046 2.304 -2.172
H 1.351 1.334 -1.665
C 1.330 3.329 -0.868
C 0.366 4.454 -0.505
C 1.105 5.718 -0.071
C 0.139 6.843 0.278
H -0.477 7.098 -0.581
H -0.517 6.544 1.093
H 0.684 7.732 0.585
H 1.728 5.491 0.797
H 1.766 6.045 -0.876
H -0.260 4.686 -1.370
H -0.290 4.126 0.304
H 1.951 3.089 -0.002
H 1.991 3.666 -1.670
O 1.761 0.495 0.643
C 2.498 0.052 1.764
C 3.984 0.022 1.389
H 4.305 1.013 1.052
H 4.558 -0.257 2.276
O 4.276 -0.958 0.416
C 4.142 -0.553 -0.929
C 3.514 -1.693 -1.746
N 2.112 -1.849 -1.447
C 1.101 -1.328 -2.136
N -0.067 -1.598 -1.567
C 0.185 -2.329 -0.425
C -0.662 -2.863 0.538
C -0.069 -3.563 1.568
C 1.318 -3.730 1.642
C 2.169 -3.201 0.693
C 1.581 -2.491 -0.348
H 3.238 -3.309 0.765
H 1.732 -4.286 2.468
H -0.688 -3.994 2.338
H -1.730 -2.736 0.483
C -1.368 -1.211 -2.036
H -1.279 -0.725 -3.004
H -1.823 -0.516 -1.326
H -2.004 -2.092 -2.130
H 1.214 -0.778 -3.052
H 4.030 -2.623 -1.500
H 3.627 -1.484 -2.811
H 5.135 -0.339 -1.347
H 3.522 0.345 -1.007
H 2.186 -0.958 2.058
H 2.354 0.735 2.610
H 0.123 -0.339 2.644
H -2.270 0.085 2.744
H -4.026 2.472 0.670
H -4.204 1.274 1.957
H -5.000 -1.096 1.334
H -3.425 -1.200 0.552
H -4.602 -1.718 -1.626
H -4.813 -2.937 -0.365
H -7.054 -1.953 0.181
H -6.952 -2.547 -1.475
H -6.863 -0.818 -1.157
*
```

Output
energy relative to the best compared isomer or geometry (same formula, charge and spin): 0.000 eV
LUMO level: -2.93 eV
HOMO: -11.01 eV

Atomic partial charges in e from the natural (NBO) method, atoms 1 to 2: -0.607, -0.389



# C28H42BCdN9O3

A molecular structure, C28H42BCdN9O3 (ωB97M-V with the def2-TZVPD basis set, the OMol25 dataset).

ORCA input file:
```
! RIJCOSX wB97M-V def2-TZVPD def2/J DEFGRID3
* xyz 1 2
Cd -0.225 0.670 -0.814
C -1.688 -1.725 -3.344
C -1.402 -2.177 -1.952
C -1.749 -3.395 -1.360
C -1.228 -3.332 -0.091
N -0.583 -2.156 0.060
N -0.718 -1.438 -1.083
B -0.214 -1.582 1.463
N -1.375 -0.737 1.936
C -1.975 -0.634 3.135
C -3.027 0.238 3.010
C -3.006 0.642 1.667
C -4.058 1.452 0.981
N -1.983 0.081 1.024
N 1.196 -0.634 1.467
C 3.183 0.012 2.848
C 3.807 0.245 1.513
C 3.133 0.033 0.383
C 3.772 0.184 -0.961
N 1.755 -0.353 0.336
N 0.136 -2.791 2.300
C 0.958 -3.804 1.912
C 1.127 -4.641 2.979
C 0.360 -4.059 4.016
C 0.156 -4.563 5.407
N -0.220 -2.949 3.600
H -1.243 -2.409 -4.068
H -1.294 -0.725 -3.529
H -2.762 -1.718 -3.534
H -2.298 -4.209 -1.801
H -1.280 -4.048 0.709
H -1.631 -1.219 3.968
H -3.745 0.513 3.763
H -4.185 2.429 1.452
H -5.017 0.938 1.059
H -3.825 1.583 -0.071
H 2.847 0.936 3.320
H 4.840 0.563 1.454
H 4.782 0.573 -0.851
H 3.206 0.866 -1.594
H 3.832 -0.779 -1.469
H 1.371 -3.839 0.917
H 1.711 -5.544 3.021
H 0.936 -5.272 5.678
H -0.806 -5.068 5.498
H 0.168 -3.740 6.120
C -3.195 1.466 -2.777
O -2.265 1.895 -1.790
C -2.190 3.308 -1.681
C -1.673 3.662 -0.307
O -0.495 2.913 -0.041
C 0.053 3.221 1.252
C 1.115 2.199 1.608
O 0.573 1.148 2.291
C 2.050 -0.957 2.655
H -4.159 1.959 -2.627
H -2.832 1.685 -3.785
H -3.327 0.396 -2.653
H -1.548 3.707 -2.471
H -3.184 3.750 -1.798
H -1.446 4.733 -0.268
H -2.416 3.435 0.455
H 0.458 4.237 1.215
H -0.742 3.174 2.001
H 1.581 1.873 0.645
H 1.927 2.694 2.163
H 3.904 -0.446 3.529
H 1.384 -1.011 3.509
H 2.456 -1.950 2.455
C 1.361 -1.183 -3.448
C 1.365 0.278 -3.681
C 1.873 0.903 -4.872
C 1.829 2.239 -4.652
C 1.292 2.414 -3.327
C 1.246 3.716 -2.625
N 0.984 1.217 -2.770
H 2.336 -1.586 -3.731
H 0.631 -1.669 -4.099
H 1.150 -1.439 -2.415
H 2.239 0.377 -5.740
H 2.152 3.037 -5.302
H 2.262 4.118 -2.573
H 0.852 3.627 -1.619
H 0.663 4.442 -3.198
*
```

Output
energy relative to the best compared isomer or geometry (same formula, charge and spin): 3.646 eV
LUMO level (alpha / beta): -2.60 / -4.59 eV
HOMO (alpha / beta): -10.56 / -10.56 eV

Atomic partial charges in e from the Mulliken method, atoms 1 to 2: 5.222, -1.988